{
  "formula": "C13H29ClIN2OP2Sn",
  "method": "wB97M-V/def2-TZVPD",
  "species": ["C", "C", "H", "H", "H", "O", "I", "Sn", "P", "C", "C", "H", "H", "H", "H", "H", "H", "C", "H", "H", "H", "P", "C", "C", "H", "H", "H", "C", "H", "H", "H", "H", "H", "H", "Cl", "C", "C", "C", "C", "N", "N", "C", "H", "H", "H", "H", "H", "H", "H", "H"],
  "xyz": [[0.076, 0.493, -3.142], [0.322, 0.746, -1.736], [-0.042, 1.485, -3.645], [-0.914, 0.014, -3.196], [0.860, -0.131, -3.625], [0.442, 1.712, -1.119], [0.922, -0.866, 2.530], [-0.511, -2.608, -1.933], [2.299, -1.161, -0.778], [3.248, -0.179, 0.504], [3.538, -2.641, -0.628], [4.546, -2.065, -0.848], [4.331, -0.664, -1.691], [3.358, -3.505, -1.362], [3.128, -1.035, -3.045], [2.873, -0.289, 1.549], [3.509, -3.057, 0.417], [3.314, -0.472, -2.116], [4.296, -0.530, 0.454], [3.157, 0.607, -2.262], [3.289, 0.905, 0.275], [-2.766, -0.963, -0.801], [-3.548, 0.113, 0.440], [-3.555, -0.502, -2.346], [-3.477, -3.415, -1.094], [-4.857, -2.163, -0.646], [-3.689, -2.815, 0.675], [-3.799, -2.551, -0.423], [-3.264, -1.173, -3.162], [-4.588, -0.665, -2.027], [-4.595, 0.164, 0.098], [-3.068, 1.110, 0.443], [-3.331, 0.542, -2.589], [-3.513, -0.269, 1.483], [-0.170, -4.016, -4.201], [1.211, 4.134, 2.195], [0.666, 2.797, 2.232], [0.250, 1.941, 3.234], [-0.537, 0.931, 2.678], [-0.439, 1.021, 1.320], [0.381, 2.124, 1.121], [-1.045, 0.010, 3.727], [0.440, 4.833, 2.545], [2.019, 4.177, 2.911], [1.535, 4.289, 1.117], [0.371, 1.957, 4.280], [0.897, 2.260, 0.158], [-1.288, -1.066, 3.334], [-2.004, 0.366, 4.105], [-0.280, 0.074, 4.587]],
  "atomic_forces_ev_per_a": [[-0.6, -0.8, -1.4], [1.0, 2.3, 0.3], [0.3, -0.6, 0.4], [0.2, -0.1, -0.3], [-0.5, 0.4, 0.4], [-0.3, -2.5, -2.8], [1.6, -1.3, -0.9], [0.6, -2.1, -1.6], [2.5, 0.2, 0.4], [0.0, 0.6, 0.8], [0.0, -0.7, -0.2], [-2.0, -1.8, 0.6], [-0.8, 0.7, -1.2], [0.3, 1.4, 1.0], [0.5, 0.3, 0.2], [1.1, 0.2, -1.5], [0.1, 0.4, -1.0], [0.0, 0.3, -0.5], [-0.6, 0.1, 0.0], [0.1, -0.3, -0.1], [-0.3, -0.5, 0.0], [-0.2, -1.9, 0.8], [0.3, 0.7, 0.3], [0.0, 0.2, 0.3], [-0.8, 1.0, 0.9], [1.4, -1.1, 0.3], [-0.2, 0.2, -1.4], [0.5, 0.7, -0.1], [-0.3, 0.1, 0.0], [-0.3, 0.4, -1.0], [0.2, 0.3, 0.4], [-0.5, -0.4, -0.1], [-0.4, -0.2, -0.1], [0.0, 0.0, -0.8], [-0.5, 1.8, 2.3], [0.7, 0.3, -1.0], [-0.5, -1.6, 2.0], [0.0, 1.9, 0.2], [2.8, 0.5, 1.0], [1.3, 1.0, -2.5], [-1.1, -1.7, -1.3], [-3.4, -2.0, 1.4], [0.2, 0.0, -0.4], [0.5, 0.4, -0.1], [-0.2, 0.6, 1.5], [0.3, 0.8, 1.0], [-1.8, 0.1, 3.6], [0.2, 2.0, 1.3], [-0.1, 0.2, 0.2], [-1.7, -0.6, -1.2]],
  "lowdin_charge": [-0.006, -0.166, 0.165, 0.063, 0.122, 0.190, 1.416, 0.926, 0.737, -0.353, -0.211, 0.084, 0.053, 0.085, 0.071, -0.130, 0.065, -0.302, 0.065, 0.061, 0.063, 0.632, -0.264, -0.289, 0.052, 0.081, 0.070, -0.237, 0.060, 0.053, 0.071, 0.043, 0.064, 0.062, -0.208, 0.037, -0.269, -0.021, -0.625, 0.019, 0.052, -0.297, 0.127, 0.111, 0.125, 0.135, 0.145, 0.057, 0.113, 0.103],
  "e_homo_ha": [-0.6509, -0.6508],
  "spin_multiplicity": 1,
  "gap_ev": [5.21, 5.20],
  "total_energy_ev": -63974.04914,
  "max_force_ev_per_a": 4.19,
  "total_charge": 3
}